## A
Here is C4H3NO in the gas phase from the Open Molecules 2025 dataset. Energies are from ωB97M-V with the def2-TZVPD basis set.

XYZ file:
```
9
Properties=species:S:1:pos:R:3
O -1.8490 0.4078 -0.0495
N 1.2102 -1.0141 0.1306
C -0.0753 -1.2171 0.0158
C 1.2501 1.4309 -0.1498
C -0.8794 -0.2241 -0.5509
C 1.4352 0.2615 0.0859
H -1.9536 0.1706 0.9142
H -0.2841 -2.2759 -0.3101
H 1.1459 2.4603 -0.0861
```

The calculation puts the LUMO energy at -0.35 eV. Its HOMO energy is -8.517 eV.

Results of the Mulliken charge analysis, in e, for atoms 1 through 5: -0.27, -0.55, 0.00, -0.55, -0.01

=====

## B
Here is C4H3NO in the gas phase from the Open Molecules 2025 dataset. Energies are from ωB97M-V with the def2-TZVPD basis set.

XYZ file:
```
9
Properties=species:S:1:pos:R:3
O -0.9590 1.3852 -0.6325
N -1.5884 -1.6365 0.7935
C -0.9302 -0.6202 0.5658
C -0.2709 0.3811 0.0294
C 2.3396 0.2082 -0.1937
C 1.1452 0.3140 -0.0743
H 3.3981 0.1418 -0.2922
H -1.5724 1.7980 -0.0152
H -1.5620 -1.9716 -0.1809
```

The calculation puts the LUMO energy at 0.46 eV. The structure (SMILES) is C#CC(O)=C=N. Its HOMO energy is -8.683 eV.

Results of the Mulliken charge analysis, in e, for atoms 1 through 5: -0.48, -0.55, 0.42, -0.39, 0.34

=====

## C
Here is 3 unconnected molecules or ions with the total composition C4H3NO from the Open Molecules 2025 dataset. Energies are from ωB97M-V with the def2-TZVPD basis set.

XYZ file:
```
9
Properties=species:S:1:pos:R:3
O -1.8596 1.5593 1.1589
N -0.4014 -0.5605 -1.3191
C 1.2898 -0.1398 0.2882
C -1.4599 -0.4808 -0.8400
C -1.4047 0.5229 1.0211
C 2.4337 -0.0069 -0.0616
H 3.4221 0.0532 -0.4432
H -2.4862 -0.7646 -0.8118
H 0.4663 -0.1826 1.0074
```

The calculation puts the LUMO energy at -0.04 eV. Its HOMO energy is -9.629 eV.

Results of the Mulliken charge analysis, in e, for atoms 1 through 5: -0.20, -0.38, -0.34, 0.13, 0.06

=====

Quick look at relative energies in kcal/mol: A 49.7; B 0.0; C 17.3.

=====

## A
Here is 2 unconnected molecules or ions with the total composition C4H14NO2 from the Open Molecules 2025 dataset. Energies are from ωB97M-V with the def2-TZVPD basis set.

XYZ file:
```
21
Properties=species:S:1:pos:R:3
O -1.5330 -0.9329 -1.0310
O -2.0394 -0.1352 1.7563
N 0.5552 0.3433 0.7289
C 1.0193 1.6897 1.1589
C -0.1494 -1.2385 -1.0637
C 0.5338 0.0972 -0.7750
C 1.9321 0.2316 -1.3293
H 0.8800 1.7538 2.2375
H 0.0436 -2.0340 -0.3398
H 2.0711 1.7876 0.9315
H 0.4226 2.4593 0.7111
H -0.0844 0.8601 -1.2155
H -0.4125 0.2412 1.0683
H 2.3843 1.1789 -1.0489
H 1.9606 0.2516 -2.4203
H 2.6291 -0.5317 -1.0181
H -2.1281 -1.6629 -1.2190
H -2.8287 -0.0896 1.2032
H 0.2049 -1.5038 -2.0630
H 1.1420 -0.3712 1.1502
H -2.2761 -0.3534 2.6689
```

Its charge is +1. The calculation puts the LUMO energy at -2.80 eV. Its HOMO energy is -14.594 eV.

Results of the Mulliken charge analysis, in e, for atoms 1 through 5: -0.50, -0.63, -0.08, -0.93, -0.57

=====

## B
Here is 3 unconnected molecules or ions with the total composition C4H14NO2 from the Open Molecules 2025 dataset. Energies are from ωB97M-V with the def2-TZVPD basis set.

XYZ file:
```
21
Properties=species:S:1:pos:R:3
O -1.7161 0.7323 2.0552
O -2.4514 -1.8777 1.3084
N -0.8087 0.7852 -0.5230
C 2.0634 0.5577 -1.2419
C 1.2489 -0.6046 -0.6286
C 3.1132 1.1839 -0.7083
C -0.2329 -0.5329 -0.9576
H 3.3957 1.1778 0.3456
H 1.8032 0.6022 -2.2987
H -1.2755 0.9624 2.8962
H -2.7962 -2.0878 2.1868
H -1.2767 0.9044 0.4140
H -0.6417 -1.3898 -0.4123
H 0.0814 1.3215 -0.4996
H -0.4468 -0.8484 -1.9706
H 3.6166 1.9143 -1.3325
H -2.0220 -0.1386 2.3548
H 1.7224 -1.4851 -1.0534
H -1.4356 1.2271 -1.1940
H -3.2788 -1.7643 0.8157
H 1.3374 -0.6398 0.4436
```

Its charge is +1. The calculation puts the LUMO energy at -3.02 eV. Its HOMO energy is -13.631 eV.

Results of the Mulliken charge analysis, in e, for atoms 1 through 5: -0.66, -0.67, -0.11, -0.31, -0.75

=====

## C
Here is 3 unconnected molecules or ions with the total composition C4H14NO2 from the Open Molecules 2025 dataset. Energies are from ωB97M-V with the def2-TZVPD basis set.

XYZ file:
```
21
Properties=species:S:1:pos:R:3
O -3.7724 0.4122 0.2078
O 3.7301 0.0448 1.1300
N 0.2614 0.6199 0.7706
C -1.2157 -1.2721 -1.1619
C 0.8090 0.0990 -0.5061
C -0.3424 -0.0913 -1.4907
C 0.9344 1.1713 1.6843
H -3.9973 0.0663 1.0796
H -1.4282 -1.4034 -0.1003
H -0.8939 0.8390 -1.5704
H -4.3381 -0.1067 -0.3947
H -2.2091 -1.2456 -1.6101
H -0.7853 -2.2531 -1.4012
H 1.5085 0.8122 -0.9103
H 0.1102 -0.1968 -2.4813
H 0.4306 1.4874 2.5864
H 4.4568 0.2142 1.7400
H 1.3207 -0.8162 -0.2592
H 2.0038 1.2968 1.5222
H 4.1578 -0.1666 0.2898
H -0.7408 0.4884 0.8757
```

Its charge is +1. The calculation puts the LUMO energy at -4.41 eV. Its HOMO energy is -14.725 eV.

Results of the Mulliken charge analysis, in e, for atoms 1 through 5: -0.64, -0.62, 0.09, -1.04, -0.46

=====

## D
Here is 3 unconnected molecules or ions with the total composition C4H14NO2 from the Open Molecules 2025 dataset. Energies are from ωB97M-V with the def2-TZVPD basis set.

XYZ file:
```
21
Properties=species:S:1:pos:R:3
O -1.3666 3.8256 0.2060
O 0.2043 -1.8236 -1.7511
N -0.8515 0.3508 -0.2449
C 0.7616 -1.5226 -0.4736
C 0.0442 -2.2074 0.5815
C 0.5508 0.0201 -0.3339
C 1.3039 0.4218 0.9833
H -0.0799 -2.7529 -1.8080
H -0.9720 -2.4485 0.2636
H 2.3443 0.0888 0.8540
H -0.9908 1.2881 0.1366
H -1.4631 -0.7770 3.1270
H 1.0269 0.5797 -1.1364
H -1.3582 -0.2821 0.3696
H 1.3482 1.5081 1.0554
H -0.6304 4.4320 0.1125
H 0.9665 0.0045 1.9339
H -1.0276 -0.4667 3.6204
H 0.4239 -2.7451 1.4437
H -2.1133 4.3441 0.5202
H 1.8471 -1.6727 -0.4841
```

Its charge is +1. The calculation puts the LUMO energy at -7.99 eV. Its HOMO energy is -13.717 eV.

Results of the Mulliken charge analysis, in e, for atoms 1 through 5: -0.62, -0.47, -0.48, 0.43, -0.69

=====

Quick look at relative energies in kcal/mol: A 0.0; B 21.4; C 16.2; D 125.2.

=====

## A
Here is 2 unconnected molecules or ions with the total composition C4H14NO2 from the Open Molecules 2025 dataset. Energies are from ωB97M-V with the def2-TZVPD basis set.

XYZ file:
```
21
Properties=species:S:1:pos:R:3
O 2.0237 -1.4569 -0.3246
O -0.5877 -0.7409 2.1955
N -0.3797 -0.4584 -0.3586
C -1.3524 1.5616 0.7535
C 1.9480 -0.6458 -1.4327
C 0.7116 0.2500 -1.2040
C -1.6826 0.4522 -0.1571
H 0.1470 -0.5808 0.5513
H -2.0503 0.6655 -1.2153
H 0.8932 1.0467 -0.5256
H -0.2946 1.7241 0.9152
H -1.7621 1.4950 1.7177
H 0.1841 0.7332 -1.9704
H -0.3633 -1.6105 2.6376
H -2.3330 -0.2159 0.4452
H 1.6206 -1.3452 -2.3032
H 2.8523 -1.9275 0.0522
H -0.0628 -0.1858 2.7389
H -1.5918 2.4877 0.1694
H 2.7030 0.1046 -1.8062
H -0.6231 -1.3529 -0.8789
```

Its charge is +1. The calculation puts the LUMO energy at -2.92 eV. Its HOMO energy is -14.580 eV.

Results of the Mulliken charge analysis, in e, for atoms 1 through 5: -0.53, -0.60, -0.33, -1.19, -0.30

=====

## B
Here is 2 unconnected molecules or ions with the total composition C4H14NO2 from the Open Molecules 2025 dataset. Energies are from ωB97M-V with the def2-TZVPD basis set.

XYZ file:
```
21
Properties=species:S:1:pos:R:3
O -0.0685 -1.5685 -2.1261
O -2.6147 0.7416 -1.9210
N -0.3333 0.0383 0.4429
C 0.7163 -0.9394 0.0964
C -0.2356 0.4215 1.9089
C 0.9315 1.4600 2.0889
C 0.9745 -0.8938 -1.4324
H -0.0364 -0.4626 2.5464
H 1.5032 1.4861 1.1181
H 1.5529 1.3421 2.9730
H 1.6153 -0.8396 0.6570
H -1.2072 0.7417 2.3140
H 0.4629 -1.9834 0.2067
H 1.8331 -1.6081 -1.6190
H -0.2400 1.0253 -0.0426
H 0.4183 2.4531 1.9993
H -2.4770 1.0377 -2.8368
H 1.1279 0.1043 -1.8466
H -1.2771 -0.3208 0.3425
H 0.1627 -2.0405 -2.9734
H -2.8090 -0.1950 -1.8963
```

Its charge is +1. The calculation puts the LUMO energy at -2.97 eV. Its HOMO energy is -14.580 eV.

Results of the Mulliken charge analysis, in e, for atoms 1 through 5: -0.51, -0.63, -0.16, -0.70, -0.54

=====

Quick look at relative energies in kcal/mol: A 9.0; B 0.0.

=====

## A
Here is 3 unconnected molecules or ions with the total composition C4H14NO2 from the Open Molecules 2025 dataset. Energies are from ωB97M-V with the def2-TZVPD basis set.

XYZ file:
```
21
Properties=species:S:1:pos:R:3
O 0.8123 -1.8357 -1.7683
O 2.7534 1.6314 0.2787
N -0.2983 -1.1319 0.4680
C 0.3046 0.1303 1.1466
C -1.5911 -0.8407 -0.2708
C -1.6854 0.6622 -0.4451
C -0.6579 1.2342 0.6259
H 2.5823 2.5201 0.5801
H -1.2828 1.5105 1.4796
H 0.7969 -1.2688 -2.5475
H 0.2225 0.0579 2.2325
H -0.2784 2.1065 0.0755
H 3.5342 1.2476 0.6942
H -1.5787 -1.5221 -1.1332
H -2.3628 -1.2062 0.4372
H -2.7774 0.8578 -0.2937
H -0.3145 -1.7721 1.2566
H -1.5145 1.0935 -1.4014
H 1.3001 0.3385 0.7601
H 0.4268 -1.4589 -0.2627
H 1.6087 -2.3543 -1.9123
```

Its charge is +1. The calculation puts the LUMO energy at -2.97 eV. Its HOMO energy is -14.962 eV.

Results of the Mulliken charge analysis, in e, for atoms 1 through 5: -0.61, -0.68, -0.14, -0.34, -0.62

=====

## B
Here is 3 unconnected molecules or ions with the total composition C4H14NO2 from the Open Molecules 2025 dataset. Energies are from ωB97M-V with the def2-TZVPD basis set.

XYZ file:
```
21
Properties=species:S:1:pos:R:3
O -0.3480 -3.4239 -2.1266
O 1.7152 -1.4019 -1.8758
N 1.5703 1.0223 -0.8989
C -0.8413 1.4444 2.0596
C 1.0516 1.0653 0.4763
C -2.2674 0.6290 2.0415
C -0.1601 1.6381 0.7229
H -0.6447 2.1766 -0.1116
H 2.5174 1.5040 -1.0980
H 1.8762 -0.0199 -1.3353
H -0.8869 -3.9590 -2.7248
H -2.9931 1.3830 1.7229
H 2.3899 -1.6170 -2.4830
H -0.2011 0.8715 2.8054
H -1.2156 2.4583 2.3910
H 0.9728 -2.0061 -2.1374
H -0.6735 -3.6983 -1.2854
H 0.8391 1.2477 -1.6972
H -2.1885 -0.2755 1.3651
H -2.3819 0.2694 3.0891
H 1.8696 0.6919 1.1003
```

Its charge is +1. The calculation puts the LUMO energy at -3.07 eV. Its HOMO energy is -13.412 eV.

Results of the Mulliken charge analysis, in e, for atoms 1 through 5: -0.64, -0.64, -0.48, -0.54, -0.08

=====

Quick look at relative energies in kcal/mol: A 0.0; B 23.1.